{"formula": "H6O3", "method": "ωB97M-V/def2-TZVPD", "elements": ["O", "O", "O", "H", "H", "H", "H", "H", "H"], "positions_angstrom": [[29.05092, -29.85644, 18.94602], [32.39767, -30.83451, 18.31919], [34.03397, -31.09581, 20.60972], [28.30876, -29.62061, 18.46925], [32.27710, -30.04248, 17.89994], [29.45433, -29.11214, 18.76031], [33.33309, -31.22317, 19.89062], [34.44251, -30.15278, 20.64431], [31.48100, -31.04124, 18.36064]], "atomic_forces_ev_per_a": [[-1.0, -5.5, 2.1], [0.6, -2.5, 1.1], [0.2, 1.5, -0.4], [-3.4, -0.4, -1.5], [0.6, 3.6, -1.8], [4.6, 5.9, -0.7], [1.7, 1.2, 1.2], [-1.6, -2.6, -0.7], [-1.4, -1.3, 0.6]], "e_tot_ev": -6238.832, "homo_lumo_gap_ev": 10.807, "multiplicity": 1, "smiles": "O.O.O", "total_charge": 0}



{"formula": "C6H18N3", "method": "ωB97M-V/def2-TZVPD", "elements": ["N", "N", "N", "C", "C", "C", "C", "C", "C", "H", "H", "H", "H", "H", "H", "H", "H", "H", "H", "H", "H", "H", "H", "H", "H", "H", "H"], "positions_angstrom": [[-0.72620, -0.06732, 1.80075], [0.82829, 1.64337, 1.61679], [1.52519, -0.51886, 2.33983], [-1.25051, -1.05797, 0.82925], [0.07362, 2.15360, -2.43717], [0.52296, -0.31999, -2.15526], [0.57744, 0.29547, 1.95899], [-0.46380, 0.85423, -2.00078], [-0.84679, -2.53915, 1.05536], [0.37840, 2.15567, -3.47945], [-0.02540, 2.12024, 1.42695], [1.69948, 2.09680, 1.92551], [0.55743, -0.62516, -3.17622], [0.18140, -2.86225, 0.74986], [-0.48438, 3.05401, -2.25505], [1.36436, -1.51122, 2.35603], [-1.56722, -3.23118, 0.58939], [-0.40528, -2.78368, 2.06461], [-0.72218, 0.88030, -0.92255], [-1.35080, 0.72690, 2.01194], [-1.11097, -0.82615, -0.22848], [0.00129, -1.25730, -1.77991], [-1.35111, 0.60063, -2.55508], [1.33269, -0.06550, -1.43379], [-2.30112, -1.10572, 1.23191], [1.11661, 2.38110, -2.10127], [2.44660, -0.19088, 2.56783]], "atomic_forces_ev_per_a": [[0.7, 0.4, 0.0], [0.9, -3.4, 1.8], [0.2, -0.2, -0.2], [-1.4, -2.0, 2.1], [2.7, 1.3, -0.9], [-2.1, -0.5, 2.2], [-0.6, 3.2, -1.5], [-0.1, -1.2, 1.0], [3.1, -0.3, 0.8], [-0.8, -0.2, -0.7], [0.0, 0.9, -0.2], [-1.0, 0.0, -0.3], [1.6, 0.4, -0.9], [-0.6, 0.7, -1.8], [-0.6, 0.1, 0.1], [-0.1, -0.1, 0.3], [0.3, 0.2, 0.8], [-2.5, 0.2, 0.3], [-0.2, 0.3, -0.5], [0.4, -0.9, -0.6], [-0.4, 0.5, 0.5], [0.6, 0.9, 0.2], [-0.6, 0.1, -0.1], [0.4, -0.7, -1.5], [0.6, 0.4, -1.5], [-0.7, -0.4, 0.8], [0.2, 0.0, -0.3]], "e_tot_ev": -10976.679, "homo_lumo_gap_ev": 10.745, "multiplicity": 1, "total_charge": 1}



{"formula": "C26H24I2N5OReS2", "method": "ωB97M-V/def2-TZVPD", "elements": ["Re", "I", "I", "S", "S", "O", "N", "N", "N", "N", "N", "C", "C", "C", "C", "C", "C", "C", "C", "C", "C", "C", "C", "C", "C", "C", "C", "C", "C", "C", "C", "C", "C", "C", "C", "C", "C", "H", "H", "H", "H", "H", "H", "H", "H", "H", "H", "H", "H", "H", "H", "H", "H", "H", "H", "H", "H", "H", "H", "H", "H"], "positions_angstrom": [[-0.34491, 0.89186, -0.81959], [3.01104, -5.24878, -2.96556], [-2.12455, -2.51556, -4.34639], [-1.02403, -1.24036, 2.97133], [-1.07294, -3.94216, 1.69070], [-0.85225, -0.41083, -2.30453], [-0.99855, -0.23611, 0.52406], [1.46256, -0.35960, -0.98932], [0.27490, 1.90210, 1.03460], [0.47398, 2.14439, -2.57135], [-1.10767, -1.59564, 0.38355], [-1.87513, 2.79916, -2.50066], [1.48037, 3.43617, 2.42397], [2.59211, -0.29524, -0.31154], [-0.75399, 2.37200, -3.39845], [-2.84824, 3.69315, -2.91504], [-1.08623, -2.22098, 1.49978], [0.56776, -3.56488, -3.42244], [3.32186, -2.40365, -1.17036], [-3.89582, 4.01072, -2.06450], [3.55974, -1.30221, -0.38720], [-0.99083, -4.49082, -0.03457], [1.46534, 1.44492, -3.41510], [-0.24928, 1.35258, 2.15117], [0.93242, 2.86957, 3.56426], [-0.04943, -1.41650, -2.47661], [1.03011, 3.46434, -2.21888], [-0.33386, -2.49488, -3.30470], [-2.98165, 2.54140, -0.39648], [0.05394, 1.80964, 3.42194], [-3.96114, 3.43143, -0.80574], [-1.20814, 0.22377, 1.89723], [1.76125, -3.59318, -2.74558], [1.21276, -1.43808, -1.78588], [-1.90846, 2.20246, -1.22559], [1.13060, 2.92277, 1.19057], [2.12412, -2.50765, -1.90532], [-0.52582, 3.10752, -4.17599], [-1.91975, -4.99483, -0.28560], [1.53730, 3.34210, 0.28436], [-4.65848, 4.70786, -2.38208], [-0.84887, -3.63061, -0.68177], [2.38160, 1.28211, -2.84942], [0.34330, 3.98485, -1.55398], [0.29693, -4.38931, -4.06790], [-3.07326, 2.10361, 0.59143], [-2.22837, 0.61148, 1.99998], [1.18625, 3.24273, 4.54585], [4.47211, -1.20425, 0.18178], [1.06358, 0.48920, -3.74085], [-2.79359, 4.14110, -3.89965], [1.17908, 4.06939, -3.11821], [2.73799, 0.57108, 0.32153], [-1.00171, 1.42067, -3.87662], [-4.77930, 3.67521, -0.14162], [-0.15218, -5.17556, -0.13637], [2.00158, 3.33220, -1.74284], [-0.38881, 1.33535, 4.28651], [1.69740, 2.04978, -4.29574], [2.17329, 4.26229, 2.48164], [4.04747, -3.20358, -1.23018]], "atomic_forces_ev_per_a": [[0.2, 0.3, 0.2], [0.0, 0.0, 0.0], [0.0, 0.0, 0.0], [0.1, 0.1, -0.2], [0.0, 0.2, -0.1], [-0.2, 0.2, 0.1], [-0.2, 0.2, 0.1], [0.0, 0.2, 0.1], [-0.1, -0.2, 0.1], [0.1, 0.0, -0.2], [-0.1, -0.5, -0.1], [0.0, -0.1, 0.1], [0.0, -0.1, 0.0], [0.0, 0.0, 0.0], [0.0, -0.1, 0.0], [0.0, 0.0, 0.0], [0.0, -0.1, 0.0], [0.1, -0.1, 0.0], [0.1, 0.1, 0.1], [0.0, 0.0, 0.0], [0.0, -0.1, -0.1], [0.0, 0.0, 0.0], [0.0, 0.0, 0.0], [0.0, 0.1, 0.0], [0.0, 0.0, -0.1], [0.4, -0.5, -0.2], [0.0, 0.0, 0.1], [0.1, 0.3, 0.2], [0.1, -0.1, 0.1], [0.0, 0.0, -0.1], [-0.1, 0.0, 0.0], [0.0, 0.1, 0.2], [0.0, 0.0, 0.0], [-0.4, -0.1, -0.2], [0.0, 0.2, -0.2], [0.0, 0.1, 0.0], [-0.1, -0.1, -0.1], [0.0, 0.0, 0.0], [0.0, 0.0, 0.0], [0.0, 0.0, 0.0], [0.0, 0.0, 0.0], [0.0, 0.0, 0.0], [0.0, 0.0, 0.0], [0.0, 0.0, 0.0], [0.0, 0.0, 0.0], [0.0, 0.0, 0.0], [0.0, -0.1, 0.0], [0.0, 0.0, 0.0], [0.0, 0.0, 0.0], [0.0, 0.0, 0.0], [0.0, 0.0, 0.0], [0.0, 0.0, 0.0], [0.0, 0.0, 0.0], [0.0, 0.1, 0.0], [0.0, 0.0, 0.0], [0.0, 0.0, 0.0], [0.0, 0.0, 0.0], [0.0, 0.0, 0.0], [0.0, 0.0, 0.0], [0.0, 0.0, 0.0], [0.0, 0.0, 0.0]], "e_tot_ev": -76846.225, "homo_lumo_gap_ev": [6.302, 6.155], "multiplicity": 2, "total_charge": 1}



{"formula": "C16H13ClFNO2", "method": "ωB97M-V/def2-TZVPD", "elements": ["Cl", "F", "O", "O", "N", "C", "C", "C", "C", "C", "C", "C", "C", "C", "C", "C", "C", "C", "C", "C", "C", "H", "H", "H", "H", "H", "H", "H", "H", "H", "H", "H", "H", "H"], "positions_angstrom": [[-3.96497, 1.04718, 1.88597], [5.17723, -2.86978, 1.12596], [3.34471, 2.94423, -0.71125], [-0.41499, -0.21142, -1.59886], [-1.71809, 0.59777, -0.07092], [3.22636, 0.71902, -0.08630], [-2.97525, -0.27523, -0.29222], [-4.39030, -1.96175, -1.41330], [-3.13302, -1.34504, -1.45081], [0.26060, 1.41911, -0.01821], [2.73136, 1.96446, -0.56821], [2.79507, -0.80232, -0.55063], [-4.17447, -0.02932, 0.49505], [4.55518, -1.52553, 0.38623], [-5.49448, -1.80279, -0.44302], [5.07615, -0.42958, 1.11700], [3.47518, -1.75788, -0.12375], [-0.54990, 0.48581, -0.73260], [4.52093, 0.78866, 0.55641], [1.44713, 1.99679, -1.27550], [-5.31820, -0.73942, 0.30149], [2.89518, -2.78422, -0.23361], [4.91975, 1.61710, 0.59432], [6.06171, -0.34116, 1.46892], [-2.30522, -1.23295, -1.92725], [-6.42725, -2.13054, -0.84280], [-4.39186, -2.76800, -2.38478], [-0.11993, 2.15553, 0.35535], [-6.18002, -0.39333, 1.11834], [0.80423, 0.85226, 0.73753], [-1.96812, 1.11915, 0.62026], [1.91979, -0.53156, -1.16704], [1.31834, 1.23093, -2.02986], [1.07485, 2.75832, -1.60303]], "atomic_forces_ev_per_a": [[-0.5, -0.2, -0.5], [-1.2, 2.8, -2.2], [4.1, 4.3, 1.1], [2.4, -6.1, -7.8], [-5.6, -7.4, -4.8], [4.0, -5.8, 0.6], [-0.8, -0.4, -1.3], [1.6, -2.9, -3.2], [-6.2, 3.7, 8.5], [10.0, -5.9, -6.3], [-3.4, -1.6, -3.3], [-4.7, 14.1, -1.6], [5.1, 0.3, -1.0], [12.1, -1.3, 11.5], [2.7, -0.9, -5.6], [-1.5, 1.4, -5.2], [-8.0, -10.1, -3.9], [-3.9, 5.4, 7.4], [-6.4, -9.8, -0.3], [-0.3, -11.0, 6.4], [-3.8, 2.8, 6.0], [2.2, 1.6, 0.2], [4.1, 8.3, 1.1], [0.9, -0.6, 0.9], [4.6, -0.9, -4.2], [-0.6, -0.7, 0.7], [-0.8, 2.1, 3.0], [-4.7, 8.1, 4.0], [2.0, -1.0, -2.4], [0.3, 0.1, 0.0], [-0.6, 4.5, 5.2], [0.1, -2.1, 0.4], [0.3, -0.4, -0.1], [-3.3, 9.2, -3.3]], "e_tot_ev": -37615.550, "homo_lumo_gap_ev": 8.309, "multiplicity": 1, "smiles": "O=C(CCC(=O)c1ccc(F)cc1)Nc1ccccc1Cl", "total_charge": 0}



{"formula": "C3H9O2P", "method": "ωB97M-V/def2-TZVPD", "elements": ["P", "O", "O", "C", "C", "C", "H", "H", "H", "H", "H", "H", "H", "H", "H"], "positions_angstrom": [[0.66209, -0.25889, 0.02852], [2.92073, -0.14956, -0.11018], [1.89602, -1.11224, -0.23010], [0.73045, 0.77493, 1.54589], [0.34516, 1.01343, -1.23906], [-0.85232, -1.20360, 0.00135], [-0.75206, 1.30905, -1.30658], [-0.57836, -2.18221, -0.41386], [0.85675, 1.96897, -1.04596], [1.18817, 1.66098, 1.19650], [1.28871, 0.20124, 2.28218], [-1.19941, -1.56932, 0.99357], [-1.50726, -0.76435, -0.63932], [-0.32409, 0.92722, 1.79386], [0.64986, 0.57136, -2.33853]], "atomic_forces_ev_per_a": [[-0.4, 3.1, 0.4], [1.2, 2.1, 0.2], [-1.4, -3.1, -0.4], [-0.8, -2.1, -1.0], [-0.3, -0.4, -2.8], [2.4, -3.3, 2.2], [1.2, -0.7, 0.2], [0.1, 0.2, -0.5], [0.3, -0.7, -0.2], [0.7, 0.9, 0.3], [0.0, 0.4, 0.2], [-0.1, 1.0, -0.5], [-2.3, 1.2, -1.3], [0.2, 0.1, 0.4], [-0.6, 1.2, 2.8]], "e_tot_ev": -16636.940, "homo_lumo_gap_ev": 8.315, "multiplicity": 1, "total_charge": 0}



{"formula": "CH6OS", "method": "ωB97M-V/def2-TZVPD", "elements": ["S", "O", "C", "H", "H", "H", "H", "H", "H"], "positions_angstrom": [[-0.68994, 1.57967, -0.75507], [-0.79402, -1.91213, -0.59090], [0.59574, 1.40138, 0.56180], [-0.15952, -2.49966, -0.18092], [0.88564, 0.35415, 0.67753], [-0.29272, -1.46011, -1.32376], [-1.31901, -1.18796, -0.10555], [1.47628, 1.92133, 0.19148], [0.29755, 1.80332, 1.52539]], "atomic_forces_ev_per_a": [[-0.1, -1.6, 0.5], [-0.2, 0.5, -1.7], [0.0, -0.1, -0.8], [0.2, -0.3, 1.3], [0.0, 0.1, 0.2], [-0.6, 0.8, 0.1], [0.7, 0.5, 0.0], [0.2, 0.1, 0.3], [-0.1, 0.1, 0.0]], "e_tot_ev": -14013.436, "homo_lumo_gap_ev": 5.543, "multiplicity": 1, "total_charge": 0}



{"formula": "C6H10O", "method": "ωB97M-V/def2-TZVPD", "elements": ["O", "C", "C", "C", "C", "C", "C", "H", "H", "H", "H", "H", "H", "H", "H", "H", "H"], "positions_angstrom": [[-2.07388, 0.06002, -0.20503], [0.00536, -0.75807, -0.98304], [1.29029, -0.70955, -0.08261], [-0.66141, -0.02013, 0.06424], [-0.06987, 1.41428, 0.17179], [0.14098, -0.81952, 1.02168], [1.39344, 0.80133, -0.11284], [-0.07834, 2.09841, 1.14056], [1.75353, 1.24961, -1.11941], [2.45993, 1.19151, 0.50673], [2.21150, -1.44961, -0.18754], [-0.22392, -1.89414, -0.89245], [0.58967, -0.80185, 2.20438], [-0.37126, 1.96866, -0.57974], [-0.10177, -1.94788, 1.07228], [-2.36550, 0.04327, 1.03928], [0.12439, -0.38813, -2.01916]], "atomic_forces_ev_per_a": [[-0.9, -0.9, 7.8], [2.7, -3.8, -2.6], [-1.3, 0.2, 0.0], [-3.0, 3.0, 0.2], [4.1, -3.2, 4.4], [3.5, -5.1, 4.9], [5.6, 4.0, -0.1], [-0.4, -2.1, -1.6], [-0.8, -1.2, 1.1], [-3.4, -0.8, -0.9], [-2.1, 1.9, 0.3], [-0.5, 2.1, -0.9], [-1.8, 1.5, -2.9], [-1.4, 2.7, -3.8], [-0.3, 1.7, -0.5], [0.5, 0.3, -5.9], [-0.4, -0.1, 0.5]], "e_tot_ev": -8425.807, "homo_lumo_gap_ev": 10.366, "multiplicity": 1, "total_charge": 0}



{"formula": "C17H33BrO9S", "method": "ωB97M-V/def2-TZVPD", "elements": ["Br", "S", "O", "O", "O", "O", "O", "O", "O", "O", "O", "C", "C", "C", "C", "C", "C", "C", "C", "C", "C", "C", "C", "C", "C", "C", "C", "C", "H", "H", "H", "H", "H", "H", "H", "H", "H", "H", "H", "H", "H", "H", "H", "H", "H", "H", "H", "H", "H", "H", "H", "H", "H", "H", "H", "H", "H", "H", "H", "H", "H"], "positions_angstrom": [[2.72254, -0.20660, -1.18648], [-1.54769, 0.87992, 1.20510], [2.18377, 1.85622, 0.70194], [-0.52734, -0.04690, 1.59546], [-1.85441, 1.78911, 2.47743], [2.15005, -0.38576, 0.54519], [-5.70778, -0.42033, -2.80371], [2.22480, 0.55380, 2.54101], [-2.81231, 0.43999, 0.72048], [-0.06001, -2.89275, 6.11624], [4.50877, -0.51518, -3.77546], [-6.98641, -1.60126, -1.20842], [6.30167, -0.64522, -5.30334], [-6.30472, -0.42188, -0.51732], [-0.98248, -3.10692, 5.04558], [-0.62174, 3.45799, 0.37611], [-5.19907, -0.08708, -1.50832], [2.19513, 0.68858, 1.35850], [5.97308, 0.82563, -5.05306], [0.83829, 3.88241, 0.56367], [1.70250, 2.99379, 1.43918], [-0.40021, -2.39227, 3.83384], [-0.83911, 1.98702, -0.01315], [4.56725, 0.73046, -4.47527], [1.16276, -2.36011, 5.60153], [-6.90488, -1.18492, -2.67197], [1.09880, -2.52190, 4.08885], [5.64816, -1.31511, -4.10203], [3.81110, 0.72896, -5.26724], [-4.30190, -0.67983, -1.31028], [4.33616, 1.53747, -3.77789], [2.57061, 3.55986, 1.78501], [-0.72303, -2.82650, 2.88926], [0.08065, 1.49101, -0.32436], [-1.17379, 3.70815, 1.28210], [6.65959, 1.24423, -4.31439], [-1.54686, 1.91891, -0.83998], [6.32504, -1.33751, -3.24191], [-1.07472, -4.18381, 4.86498], [-1.05914, 4.06941, -0.41558], [-1.14368, 1.66659, 3.12621], [1.69485, -1.78102, 3.55720], [5.31415, -2.33263, -4.30533], [-5.91649, -0.65358, 0.47300], [-4.92068, 0.96739, -1.49817], [-7.00181, 0.41418, -0.42589], [1.44640, -3.51623, 3.79885], [-6.85788, -2.03215, -3.35769], [5.83252, -0.98398, -6.22917], [-8.00992, -1.77269, -0.87740], [-6.41477, -2.51660, -1.04156], [-0.68701, -1.34062, 3.83224], [-7.76180, -0.56161, -2.95202], [1.23672, -1.30309, 5.88130], [-1.95986, -2.72411, 5.34354], [1.32621, 4.05824, -0.39883], [1.17780, 2.65099, 2.33472], [7.36902, -0.85079, -5.36625], [1.99712, -2.89479, 6.05769], [0.82932, 4.85170, 1.07466], [6.01664, 1.44373, -5.94839]], "atomic_forces_ev_per_a": [[0.1, -0.1, -0.1], [0.3, -0.1, -0.2], [-0.5, -0.2, -0.2], [-0.2, 0.0, 0.0], [0.0, 0.1, 0.1], [0.3, 0.0, 0.0], [0.0, 0.0, 0.0], [-0.1, -0.1, 0.4], [-0.1, 0.0, 0.1], [0.0, 0.0, 0.0], [-0.2, 0.1, 0.1], [0.0, 0.0, 0.0], [0.0, 0.0, 0.0], [0.0, 0.0, 0.0], [0.1, 0.0, 0.0], [0.1, 0.0, 0.0], [0.0, 0.0, 0.0], [0.2, 0.1, -0.2], [0.0, 0.0, 0.0], [0.0, 0.2, 0.1], [0.3, 0.3, 0.3], [0.0, 0.0, 0.1], [-0.2, 0.1, -0.3], [0.0, 0.0, -0.1], [0.0, 0.0, 0.0], [0.0, 0.0, 0.0], [0.1, 0.0, 0.0], [0.0, 0.0, 0.0], [0.0, 0.0, 0.0], [0.0, 0.0, 0.0], [0.0, 0.0, 0.0], [0.0, -0.1, 0.0], [0.0, 0.0, 0.0], [-0.1, 0.1, 0.0], [-0.1, -0.1, 0.0], [0.0, 0.0, 0.0], [0.0, 0.0, 0.1], [0.0, 0.0, 0.0], [0.0, 0.0, 0.0], [0.0, 0.0, 0.1], [0.0, -0.1, 0.0], [0.0, 0.0, 0.0], [0.0, 0.0, 0.0], [0.0, 0.0, 0.0], [0.0, 0.0, 0.0], [0.0, 0.0, 0.0], [0.0, 0.0, 0.0], [0.0, 0.0, 0.0], [0.0, 0.0, 0.0], [0.0, 0.0, 0.0], [0.0, 0.0, 0.0], [0.0, 0.0, 0.0], [0.0, 0.0, 0.0], [0.0, 0.0, 0.0], [0.0, 0.0, 0.0], [0.1, -0.2, 0.1], [0.0, -0.1, -0.1], [0.0, 0.0, 0.0], [0.0, 0.0, 0.0], [0.0, 0.0, -0.1], [0.0, 0.0, 0.0]], "e_tot_ev": -117466.603, "homo_lumo_gap_ev": 8.628, "multiplicity": 1, "smiles": "O=C(OBr)OCCCCS(=O)(=O)O.C1CCOC1.C1CCOC1.C1CCOC1", "total_charge": 0}